# 1
{
  "formula": "C20H19F2N2S",
  "method": "wB97M-V/def2-TZVPD",
  "species": ["C", "C", "N", "C", "C", "S", "C", "N", "H", "H", "H", "H", "H", "H", "H", "H", "F", "C", "C", "C", "C", "C", "C", "C", "C", "C", "C", "C", "F", "C", "C", "C", "C", "H", "H", "H", "H", "H", "H", "H", "H", "H", "H", "H"],
  "xyz": [[1.29872, 1.14569, -1.40150], [2.00463, 2.49813, -1.54628], [1.27978, 3.34626, -0.62273], [1.46347, 4.74258, -0.25283], [0.37811, 5.01252, 0.79644], [-0.54335, 3.48935, 1.20816], [0.31355, 2.64992, -0.00822], [0.24550, 1.40039, -0.45683], [0.89578, 0.76912, -2.34274], [1.96774, 0.36897, -1.01840], [3.06790, 2.41803, -1.28604], [1.93716, 2.85695, -2.58152], [2.46743, 4.91170, 0.15204], [1.34209, 5.41197, -1.11132], [0.79087, 5.41009, 1.72904], [-0.38029, 5.70526, 0.41440], [-3.25069, -3.28398, -3.51582], [-2.63556, -2.07481, -3.29966], [-2.88818, -1.03624, -4.19573], [-2.34424, 0.22132, -3.90336], [-1.61244, 0.42539, -2.73907], [-1.37652, -0.63147, -1.81450], [-0.73273, -0.41141, -0.56840], [-0.41509, -1.39385, 0.36262], [0.43420, -1.24863, 1.46398], [0.55013, -2.22353, 2.51341], [-0.23533, -3.41317, 2.50044], [-0.06407, -4.35618, 3.50396], [-0.83021, -5.49477, 3.45878], [0.83224, -4.20050, 4.55669], [1.58152, -3.01484, 4.59258], [1.44520, -2.04393, 3.60601], [-1.83684, -1.93396, -2.17635], [-3.49231, -1.20082, -5.08201], [-2.51585, 1.05988, -4.58416], [-1.21686, 1.41547, -2.51991], [-0.73099, 0.76658, -0.16434], [-0.89520, -2.37173, 0.24238], [1.05208, -0.34658, 1.53119], [-0.97358, -3.59128, 1.72437], [0.93447, -4.97565, 5.31086], [2.27543, -2.85705, 5.41732], [2.02299, -1.11863, 3.65845], [-1.61065, -2.80257, -1.55141]],
  "nbo_charge": [-0.2300, -0.2220, -0.3834, -0.2112, -0.5268, 0.3813, 0.3427, -0.6182, 0.2230, 0.2150, 0.2186, 0.2158, 0.2182, 0.2228, 0.2515, 0.2443, -0.3148, 0.3937, -0.2211, -0.1941, -0.1950, -0.0551, 0.0320, -0.3064, -0.0748, -0.0921, -0.2386, 0.4060, -0.3206, -0.2402, -0.1867, -0.1835, -0.2382, 0.2519, 0.2351, 0.2125, 0.3851, 0.2388, 0.2114, 0.2218, 0.2487, 0.2329, 0.2180, 0.2316],
  "total_energy_ha": -1480.5456,
  "multiplicity": 1,
  "orbital_gap_ev": 5.9,
  "e_above_lowest_kj_mol": 293.27,
  "total_charge": 1,
  "lumo_ev": -4.6
}

# 2
{
  "formula": "C20H19F9GaO11S",
  "method": "wB97M-V/def2-TZVPD",
  "species": ["C", "O", "C", "C", "C", "Ga", "S", "O", "O", "C", "F", "F", "C", "F", "F", "C", "F", "F", "C", "F", "F", "F", "H", "H", "H", "H", "H", "H", "H", "H", "H", "H", "H", "C", "C", "C", "O", "C", "C", "C", "O", "O", "O", "H", "H", "H", "H", "C", "C", "C", "O", "C", "C", "C", "O", "O", "O", "H", "H", "H", "H"],
  "xyz": [[2.60430, -4.50586, -2.39066], [2.55697, -3.58994, -3.45274], [2.63338, -2.23283, -3.00655], [1.27700, -1.68691, -2.55455], [1.06339, -0.18868, -2.85092], [0.49418, 1.05828, -1.38029], [-1.03934, -0.01905, 0.13631], [-2.04307, 0.95122, 0.56298], [-0.35602, -0.69899, 1.23334], [-2.13360, -1.37715, -0.59954], [-1.36854, -2.37010, -1.07945], [-2.87290, -1.87937, 0.39501], [-3.09627, -0.89783, -1.70189], [-2.44592, -0.09180, -2.55613], [-4.06771, -0.18282, -1.13441], [-3.79071, -2.04685, -2.51861], [-5.07312, -1.71246, -2.71777], [-3.78134, -3.19755, -1.84319], [-3.18281, -2.29746, -3.92790], [-3.60502, -1.35875, -4.79242], [-1.84510, -2.30626, -3.89738], [-3.60720, -3.49849, -4.37633], [2.49226, -5.50567, -2.81090], [3.56085, -4.44564, -1.85329], [1.79394, -4.34190, -1.66948], [3.34652, -2.20137, -2.17559], [3.01646, -1.66531, -3.85658], [1.12550, -1.92315, -1.49791], [0.53894, -2.27482, -3.11004], [2.01386, 0.24183, -3.19247], [0.35340, -0.06225, -3.67215], [-0.21637, 2.34790, -1.96536], [1.66098, 1.51225, -0.40079], [5.43988, 1.29549, 1.97098], [4.41545, 0.72172, 1.30614], [4.58652, 0.15230, -0.09654], [3.60865, -0.37874, -0.57608], [5.87418, 0.27536, -0.75039], [6.87720, 0.85581, -0.08085], [6.71901, 1.38768, 1.33106], [7.72690, 1.87631, 1.82685], [8.10312, 1.02501, -0.56020], [3.20678, 0.60795, 1.79599], [5.33092, 1.69898, 2.96760], [5.98133, -0.11334, -1.75331], [8.59651, 1.46780, 0.16188], [2.62371, 0.21362, 1.10987], [-4.04741, 3.32839, 5.72798], [-5.23613, 3.83051, 5.37033], [-5.91430, 3.47804, 4.05754], [-7.00737, 4.00350, 3.88017], [-5.25232, 2.59216, 3.15293], [-4.04952, 2.07817, 3.49537], [-3.38075, 2.41445, 4.82306], [-2.31041, 1.88530, 5.04841], [-3.37331, 1.26697, 2.73099], [-5.94842, 4.67358, 6.10400], [-3.56218, 3.57394, 6.66187], [-5.72917, 2.35552, 2.21239], [-2.53046, 1.03872, 3.16912], [-6.75533, 4.84259, 5.57051]],
  "nbo_charge": [-0.2468, -0.5511, -0.0598, -0.4427, -0.8918, 0.7382, 1.6623, -0.9827, -0.9819, 0.3976, -0.3234, -0.3130, 0.5735, -0.3030, -0.2877, 0.5535, -0.2998, -0.2954, 0.9240, -0.3051, -0.2971, -0.3124, 0.1798, 0.1544, 0.1693, 0.1719, 0.1748, 0.1956, 0.2080, 0.2060, 0.2112, -0.2933, -0.3274, -0.4279, 0.3704, 0.4738, -0.5120, -0.3947, 0.3240, 0.4722, -0.5818, -0.6399, -0.6099, 0.2400, 0.2415, 0.5054, 0.5382, -0.4051, 0.3320, 0.4664, -0.5820, -0.4189, 0.3606, 0.4746, -0.5297, -0.5736, -0.6398, 0.2369, 0.2451, 0.5222, 0.5064],
  "total_energy_ha": -4822.9421,
  "multiplicity": 1,
  "orbital_gap_ev": 6.7,
  "e_above_lowest_kj_mol": 0.00,
  "total_charge": -1,
  "lumo_ev": 0.7
}

# 3
{
  "formula": "C20H19FO3",
  "method": "wB97M-V/def2-TZVPD",
  "species": ["C", "C", "C", "C", "C", "C", "O", "C", "O", "O", "H", "H", "H", "H", "H", "H", "H", "H", "H", "F", "C", "C", "C", "C", "C", "C", "C", "C", "C", "C", "C", "C", "C", "H", "H", "H", "H", "H", "H", "H", "H", "H", "H"],
  "xyz": [[2.12042, 0.26224, -2.70834], [1.50869, -0.87331, -1.96340], [0.17792, -0.66448, -1.08750], [-0.64361, -2.02570, -1.31684], [-1.96422, -1.87341, -2.03841], [-2.72560, -0.74992, -1.41072], [-1.97994, 0.49321, -1.45995], [-0.65021, 0.49095, -1.71057], [-0.16284, 1.42450, -2.32090], [2.02318, -1.97893, -1.96108], [2.21625, 1.14093, -2.06010], [3.10582, -0.05961, -3.05977], [1.49659, 0.48208, -3.58074], [-0.01831, -2.68081, -1.92685], [-0.80457, -2.51582, -0.35850], [-1.78881, -1.70273, -3.11128], [-2.53620, -2.80828, -1.96905], [-3.63843, -0.53556, -1.96507], [-2.93746, -0.97789, -0.35912], [-0.62404, 4.50714, 0.60817], [0.39409, 3.58646, 0.58361], [1.69246, 4.04959, 0.42447], [2.69214, 3.07582, 0.33578], [2.38876, 1.70999, 0.39055], [1.04583, 1.27517, 0.37410], [0.68780, -0.22829, 0.30870], [-0.16508, -0.71845, 1.50626], [-0.14955, -2.11740, 1.71556], [-0.93857, -2.72437, 2.69129], [-1.62807, -1.94301, 3.61998], [-1.54438, -0.55111, 3.51358], [-0.77082, 0.05193, 2.51140], [0.05655, 2.22927, 0.59799], [1.90606, 5.11709, 0.34357], [3.72857, 3.39349, 0.20295], [3.20535, 0.97901, 0.44698], [1.66534, -0.75109, 0.43549], [0.50336, -2.72623, 1.06937], [-1.00757, -3.81864, 2.71238], [-2.20603, -2.41265, 4.41177], [-2.08696, 0.07157, 4.21979], [-0.65812, 1.13802, 2.55601], [-0.98578, 1.95919, 0.78843]],
  "nbo_charge": [-0.7288, 0.6451, -0.2514, -0.4082, -0.4380, -0.0628, -0.5190, 0.8163, -0.5734, -0.5630, 0.2583, 0.2253, 0.2591, 0.2479, 0.2279, 0.2088, 0.2319, 0.2000, 0.1873, -0.3326, 0.3982, -0.2829, -0.1907, -0.2354, 0.0080, -0.2538, -0.0406, -0.2098, -0.2184, -0.2117, -0.2268, -0.1567, -0.2524, 0.2369, 0.2207, 0.2209, 0.2417, 0.2199, 0.2179, 0.2181, 0.2166, 0.2150, 0.2346],
  "smiles": "CC(=O)[C@]1([C@H](c2ccccc2)c2cccc(F)c2)CCCOC1=O",
  "total_energy_ha": -1099.0785,
  "multiplicity": 1,
  "orbital_gap_ev": 9.9,
  "e_above_lowest_kj_mol": 0.00,
  "lumo_ev": 0.7
}